Model one:
Here is C4H9N3O2S in the gas phase from OMol25. Energies are from ωB97M-V with the def2-TZVPD basis set.

Element x y z (Å)
1 C 1.1257 -0.8006 -0.5540
2 C 0.7074 0.1688 1.6969
3 C -1.1103 0.3609 -0.4370
4 C -2.3522 -0.3420 0.0052
5 N -0.1866 -0.7671 -0.7866
6 N 1.5241 -0.3540 0.6907
7 N -0.5394 1.3525 0.3386
8 O 1.9329 -1.3908 -1.2804
9 O 2.8717 -0.1009 0.8254
10 S 0.5880 2.3663 -0.3741
11 H -0.0748 -0.4326 2.0929
12 H 1.3228 0.9258 2.3456
13 H -1.2658 0.7564 -1.3720
14 H -2.6210 -1.0061 -0.8564
15 H -3.1501 0.2805 0.0815
16 H -2.1346 -1.1094 0.7778
17 H -0.6271 -1.2765 -1.6033
18 H 3.2828 -0.4074 0.0107
19 H 0.7062 1.7763 -1.6014

Its LUMO energy (alpha / beta) is 0.0 / 0.0 eV. The calculation puts the HOMO energy (alpha / beta) at -7.8 / -7.8 eV. The value obtained for the HOMO-LUMO gap (alpha / beta) is 7.837 / 7.834 eV.

Mulliken atomic charge list, values in e, 8 entries: number 1, C, carries 0.23; number 2, C, carries -0.28; number 3, C, carries -0.23; number 4, C, carries -1.36; number 5, N, carries -0.13; number 6, N, carries 0.32; number 7, N, carries -0.39; number 8, O, carries -0.71

=====

Model two:
Here is C4H9N3O2S in the gas phase from OMol25. Energies are from ωB97M-V with the def2-TZVPD basis set.

Element x y z (Å)
1 C 0.2738 0.1414 -0.1009
2 C 1.5821 -1.9640 -0.3380
3 C -1.9230 -0.4501 0.4841
4 C -1.4077 1.8691 -0.1665
5 N 0.5259 -1.2225 -0.0938
6 N 1.1971 1.1195 -0.3716
7 N -1.0628 0.5062 -0.1467
8 O 3.8089 0.2642 0.1621
9 O 1.4727 -3.2740 -0.0980
10 S 2.9078 1.5163 0.0967
11 H 2.5432 -1.6219 -0.7667
12 H -2.3511 0.1713 1.3029
13 H -2.7868 -0.7729 -0.2950
14 H -1.1943 -1.2282 0.7058
15 H -2.5135 1.8082 -0.1841
16 H -1.1483 2.2591 0.8185
17 H -1.1861 2.3373 -1.1568
18 H 0.7207 1.9981 -0.1474
19 H 0.5415 -3.4571 0.2956

Its LUMO energy (alpha / beta) is -0.2 / -0.2 eV. The calculation puts the HOMO energy (alpha / beta) at -6.2 / -6.2 eV. The value obtained for the HOMO-LUMO gap (alpha / beta) is 5.991 / 5.987 eV.

Mulliken atomic charge list, values in e, 8 entries: number 1, C, carries 0.34; number 2, C, carries 0.23; number 3, C, carries -0.83; number 4, C, carries -1.44; number 5, N, carries -0.39; number 6, N, carries -0.37; number 7, N, carries 0.13; number 8, O, carries -0.61

=====

Which structure is the most stable? The one labeled model two.

=====

Model one:
Here is 2 unconnected molecules or ions with the total composition C3H9N2O2 from OMol25. Energies are from ωB97M-V with the def2-TZVPD basis set.

Element x y z (Å)
1 C 2.3498 -0.0160 0.1332
2 C -1.1849 0.1905 1.2112
3 C -1.0562 0.3825 -0.2546
4 N 3.1270 0.8647 -0.0459
5 N -0.8513 -1.0595 -0.8131
6 O 1.7187 -1.0011 0.2655
7 O 0.1321 1.0888 -0.5896
8 H -1.7867 -0.7037 1.3206
9 H -0.2686 0.2077 1.7118
10 H -1.6626 0.9884 1.8659
11 H -1.8258 0.6476 -0.9144
12 H 3.2173 1.7634 0.1509
13 H 0.2873 0.9144 -1.5229
14 H -1.2059 -1.7159 -0.1537
15 H -1.1475 -1.3692 -1.7511
16 H 0.1574 -1.1828 -0.6139

Its LUMO energy is -3.5 eV. The total charge is +1. The calculation puts the HOMO energy at -15.1 eV. The value obtained for the HOMO-LUMO gap is 11.634 eV.

Mulliken atomic charge list, values in e, 8 entries: number 1, C, carries 0.71; number 2, C, carries -1.18; number 3, C, carries 0.20; number 4, N, carries -0.37; number 5, N, carries -0.35; number 6, O, carries -0.61; number 7, O, carries -0.49; number 8, H, carries 0.40

=====

Model two:
Here is a gas-phase ion, C3H9N2O2 (charge +1) from OMol25. Energies are from ωB97M-V with the def2-TZVPD basis set.

Element x y z (Å)
1 N -0.9044 0.7182 2.1243
2 C -0.9725 0.0647 0.9027
3 O -1.7898 -0.7941 0.6584
4 C -0.0995 0.4911 -0.3107
5 N -0.6469 -0.4593 -1.3734
6 C 1.5373 0.1104 -0.2792
7 O 1.5043 -1.3364 -0.2967
8 H -1.7367 0.6242 2.8724
9 H -0.5775 1.6796 2.1413
10 H -0.2488 1.6391 -0.5557
11 H -0.4233 -1.4985 -1.3221
12 H -1.7480 -0.3838 -1.3578
13 H -0.2974 -0.2157 -2.3856
14 H 2.1499 0.4837 -1.2174
15 H 1.7885 0.4541 0.8154
16 H 2.4646 -1.5770 -0.4157

Its LUMO energy is -3.5 eV. The total charge is +1. The calculation puts the HOMO energy at -14.5 eV. The value obtained for the HOMO-LUMO gap is 11.075 eV. Its SMILES is NC(=O)[C@H]([NH3+])CO.

Mulliken atomic charge list, values in e, 8 entries: number 1, N, carries -0.49; number 2, C, carries 0.52; number 3, O, carries -0.57; number 4, C, carries -0.14; number 5, N, carries -0.52; number 6, C, carries -0.46; number 7, O, carries -0.52; number 8, H, carries 0.33

=====

Model three:
Here is a gas-phase ion, C3H9N2O2 (charge +1) from OMol25. Energies are from ωB97M-V with the def2-TZVPD basis set.

Element x y z (Å)
1 N 0.8115 -0.2322 -1.3622
2 C 0.6448 -0.0022 0.1018
3 C -0.0638 -1.3326 0.4750
4 O -1.3423 -1.1231 -0.1103
5 N -1.7722 0.2320 0.1026
6 C -0.5452 0.9647 0.4099
7 O -0.3935 1.1437 1.8073
8 H -0.1090 -0.3600 -1.7658
9 H 1.3977 -1.0077 -1.5961
10 H 1.1293 0.5679 -1.8530
11 H 1.4381 0.2825 0.6758
12 H 0.5324 -2.2023 0.0257
13 H -0.1650 -1.3040 1.5572
14 H -2.4566 0.3504 0.7801
15 H -0.3760 1.8928 -0.1369
16 H -1.1725 1.4155 2.2254

Its LUMO energy is -3.7 eV. The total charge is +1. The calculation puts the HOMO energy at -13.8 eV. The value obtained for the HOMO-LUMO gap is 10.122 eV. Its SMILES is [NH3+][C@@H]1CON[C@H]1O.

Mulliken atomic charge list, values in e, 8 entries: number 1, N, carries -0.22; number 2, C, carries -0.58; number 3, C, carries -0.49; number 4, O, carries -0.33; number 5, N, carries -0.24; number 6, C, carries 0.12; number 7, O, carries -0.50; number 8, H, carries 0.41

=====

Which structure is the most stable? The one labeled model one.

=====

Model one:
Here is 3 unconnected molecules or ions with the total composition C4H15NO2 from OMol25. Energies are from ωB97M-V with the def2-TZVPD basis set.

Element x y z (Å)
1 C 2.2507 0.0695 -1.8355
2 N 2.7421 0.0085 -0.4394
3 C 3.0820 -0.1231 1.9352
4 C 2.3709 0.6638 0.8460
5 C 0.8512 0.5475 0.9486
6 H 1.8855 -0.9483 -2.0423
7 H 3.0365 0.0849 -2.5933
8 H 1.4880 0.8376 -1.8985
9 H 3.7136 -0.2451 -0.4728
10 H 2.6765 0.1656 2.9058
11 H 4.1644 -0.1481 1.7788
12 H 2.8041 -1.1836 1.8562
13 H 2.7106 1.6937 0.7766
14 H 0.5385 -0.3888 1.4165
15 H 0.4211 0.5464 -0.0509
16 H 0.4958 1.3380 1.6108
17 H -2.9520 -4.1473 -0.6744
18 H -3.9069 -4.4163 0.4337
19 O -3.6704 -3.7088 -0.1758
20 H -6.4462 2.5968 -1.5752
21 H -5.4467 2.1766 -0.5329
22 O -5.7772 2.9762 -0.9567

Its LUMO energy (alpha / beta) is 3.3 / 3.2 eV. The total charge is -1. The expectation value of S² is 0.75. The calculation puts the HOMO energy (alpha / beta) at 1.2 / -5.4 eV. The value obtained for the HOMO-LUMO gap (alpha / beta) is 2.039 / 8.676 eV. As for the spin multiplicity: 2.

Mulliken atomic charge list, values in e, 8 entries: number 1, C, carries -1.44; number 2, N, carries -0.16; number 3, C, carries -1.79; number 4, C, carries 0.77; number 5, C, carries -1.72; number 6, H, carries 0.40; number 7, H, carries 0.34; number 8, H, carries 0.37

=====

Model two:
Here is 3 unconnected molecules or ions with the total composition C4H15NO2 from OMol25. Energies are from ωB97M-V with the def2-TZVPD basis set.

Element x y z (Å)
1 C -0.6229 -0.1176 2.0576
2 C -0.7242 0.7216 0.7714
3 C 0.4947 0.4736 -0.1647
4 N 0.0510 -0.3915 -1.3947
5 C -0.1774 0.4979 -2.5261
6 H -0.7404 -1.2290 2.0518
7 H 0.5621 -0.1131 2.2486
8 H -1.3290 0.3292 2.8013
9 H -1.6265 0.6091 0.2463
10 H -0.6933 1.7013 1.0364
11 H 0.6066 1.4995 -0.5491
12 H 1.3563 -0.0938 0.3435
13 H 0.7458 -1.1928 -1.5734
14 H -1.0975 1.0138 -2.2953
15 H 0.6894 1.1488 -2.7660
16 H -0.4793 -0.0512 -3.4282
17 H -2.1327 -2.6995 -0.3121
18 H -1.8296 -1.1736 -0.3960
19 O -2.3737 -1.8799 -0.7721
20 H 3.0410 0.8634 1.0087
21 H 3.1561 -0.4175 1.7369
22 O 3.1234 0.5014 1.8753

Its LUMO energy (alpha / beta) is 3.8 / 3.7 eV. The total charge is -1. The expectation value of S² is 0.75. The calculation puts the HOMO energy (alpha / beta) at 0.9 / -5.3 eV. The value obtained for the HOMO-LUMO gap (alpha / beta) is 2.850 / 8.955 eV. As for the spin multiplicity: 2.

Mulliken atomic charge list, values in e, 8 entries: number 1, C, carries -1.43; number 2, C, carries -1.42; number 3, C, carries -1.20; number 4, N, carries -0.15; number 5, C, carries -1.32; number 6, H, carries 0.32; number 7, H, carries 0.49; number 8, H, carries 0.31

=====

Model three:
Here is 3 unconnected molecules or ions with the total composition C4H15NO2 from OMol25. Energies are from ωB97M-V with the def2-TZVPD basis set.

Element x y z (Å)
1 C 0.2927 -1.4684 -0.7107
2 C -0.0740 -0.7798 0.5955
3 C 0.3024 -1.5964 1.8869
4 C -0.2469 -0.9026 3.2290
5 N 0.6306 0.5299 0.6766
6 H -0.1377 -0.8251 -1.4981
7 H 1.3325 -1.6346 -1.0470
8 H -0.2775 -2.3498 -0.8702
9 H -1.1432 -0.5593 0.5681
10 H -0.1309 -2.6702 1.7634
11 H 1.4937 -1.5677 1.9686
12 H -0.8600 -1.6151 3.7299
13 H 0.5547 -0.5503 3.9209
14 H -0.7616 -0.0717 2.8271
15 H 0.6969 0.8665 1.6421
16 H 1.4995 0.4826 0.0806
17 H -0.3341 0.9903 -4.0534
18 H 0.9188 1.7270 -3.6991
19 O 0.4073 0.8815 -3.4728
20 H -2.1439 3.8451 -2.6189
21 H -0.7724 3.4096 -2.0629
22 O -1.2469 3.8585 -2.8557

Its LUMO energy (alpha / beta) is 3.4 / 3.3 eV. The total charge is -1. The expectation value of S² is 0.75. The calculation puts the HOMO energy (alpha / beta) at 1.1 / -5.8 eV. The value obtained for the HOMO-LUMO gap (alpha / beta) is 2.293 / 9.079 eV. As for the spin multiplicity: 2.

Mulliken atomic charge list, values in e, 8 entries: number 1, C, carries -1.91; number 2, C, carries -0.16; number 3, C, carries -0.24; number 4, C, carries -1.25; number 5, N, carries -0.70; number 6, H, carries 0.55; number 7, H, carries 0.33; number 8, H, carries 0.53

=====

Model four:
Here is 3 unconnected molecules or ions with the total composition C4H15NO2 from OMol25. Energies are from ωB97M-V with the def2-TZVPD basis set.

Element x y z (Å)
1 C 0.7857 -0.3350 -1.7726
2 C 0.0722 0.7366 -0.9997
3 N -0.7690 0.2745 0.0670
4 C -1.3773 1.3320 0.9032
5 C -0.1211 -0.7916 0.8351
6 H 1.0903 -0.0163 -2.6916
7 H 0.3550 -1.3187 -1.7317
8 H 1.7599 -0.4470 -1.2744
9 H 0.8516 1.2677 -0.5292
10 H -0.6271 1.2995 -1.7244
11 H -0.7103 1.9782 1.4297
12 H -1.9832 1.9505 0.2422
13 H -1.9526 0.8071 1.6536
14 H 0.8216 -0.4784 1.3178
15 H 0.1286 -1.6102 0.1520
16 H -0.8510 -1.0676 1.5934
17 H 4.2637 0.5136 -0.3471
18 H 3.8594 -0.1295 1.1627
19 O 3.7276 0.5331 0.4592
20 H -3.8855 -1.4709 0.7056
21 H -2.4652 -1.1705 0.0272
22 O -2.9735 -1.8572 0.5221

Its LUMO energy (alpha / beta) is 3.3 / 3.1 eV. The total charge is -1. The expectation value of S² is 0.75. The calculation puts the HOMO energy (alpha / beta) at 1.0 / -5.4 eV. The value obtained for the HOMO-LUMO gap (alpha / beta) is 2.253 / 8.573 eV. As for the spin multiplicity: 2.

Mulliken atomic charge list, values in e, 8 entries: number 1, C, carries -1.77; number 2, C, carries -0.79; number 3, N, carries 0.74; number 4, C, carries -1.33; number 5, C, carries -1.76; number 6, H, carries 0.65; number 7, H, carries 0.32; number 8, H, carries 0.12

=====

Which structure is the most stable? The one labeled model three.